{"formula": "C43H33ClGeO2PTc", "method": "ωB97M-V/def2-TZVPD", "species": ["C", "C", "C", "H", "H", "P", "C", "C", "H", "C", "C", "H", "H", "C", "H", "H", "H", "C", "Tc", "C", "C", "C", "H", "C", "H", "H", "C", "C", "C", "C", "C", "H", "C", "H", "H", "H", "H", "C", "C", "H", "O", "C", "C", "C", "C", "C", "C", "H", "C", "C", "H", "C", "C", "H", "H", "H", "C", "O", "C", "H", "C", "C", "H", "C", "C", "C", "C", "H", "C", "H", "C", "H", "H", "C", "C", "H", "H", "Ge", "Cl", "H", "H", "H"], "coordinates": [[2.9326, 0.2120, 1.2707], [-0.3726, 0.8085, 4.0136], [4.9405, 0.6775, -4.0586], [-1.5685, -3.1681, 3.6262], [-5.4316, -3.5686, 0.5663], [1.4913, 0.6177, -1.0458], [1.3860, -2.5028, -2.9371], [-1.4529, 0.0440, -1.3737], [-3.0495, -3.0552, 0.9122], [-0.6054, 3.1682, 4.4101], [-3.5126, 0.2406, -2.6606], [2.2206, -3.6590, 0.4665], [3.5132, 2.0898, 4.0197], [0.0253, -4.4207, 2.9307], [-3.0286, -1.4178, -1.3899], [6.2461, 0.7902, -2.3612], [-4.1175, 0.8539, 2.3571], [-1.0975, 0.9333, 2.8307], [0.2582, -1.3449, -1.0963], [-1.3124, 3.3038, 3.2215], [-6.1071, -1.6477, 1.2473], [-1.0063, 1.3246, -1.8891], [1.6639, -5.4832, 2.0462], [-1.5616, 2.1891, 2.4353], [-7.1538, -1.8814, 1.1054], [1.1104, 3.0081, 0.6098], [2.5864, 0.6029, -3.5807], [3.4357, 0.5704, 2.5092], [-4.3951, -0.1094, 1.9452], [3.1133, 1.8073, 3.0549], [1.0792, -4.5736, 2.0421], [1.5621, 0.5671, -3.9303], [0.2966, 1.8166, -1.6666], [-2.1891, 3.9232, -3.7619], [0.4147, 1.8210, 5.7315], [-2.1319, 2.3027, 1.5181], [-0.2120, -5.2170, 3.6238], [-2.6901, -0.4725, -1.7980], [-1.4985, 3.3513, -3.1548], [3.4030, 0.5988, -5.5573], [1.7738, -2.6722, -1.7345], [-1.8936, 2.0748, -2.6905], [-0.4489, -2.2262, 2.0525], [4.1892, 0.7173, -1.7749], [-0.7379, -3.2558, 2.9361], [2.1006, 1.0928, 0.5738], [0.6586, 3.0558, -2.1483], [1.8337, -2.7940, -5.0011], [-3.7981, -2.3000, 1.1331], [-5.7371, -0.4089, 1.7522], [-0.4285, 4.0350, 5.0333], [1.7681, 2.3250, 1.1314], [-0.1329, 1.9248, 4.8039], [-4.4592, -0.1750, -2.9750], [2.9527, -3.6160, -3.8607], [4.4217, 0.7789, -0.7208], [-5.1392, -2.5963, 0.9405], [0.4717, -1.6289, -3.1382], [-0.2558, 3.8457, -2.8646], [-1.6835, 4.2744, 2.9189], [2.8673, 0.6473, -2.2110], [-0.9354, -0.4550, -0.0804], [0.0454, 4.8192, -3.2252], [1.9248, -3.3276, -4.0597], [0.6188, -2.3992, 1.1619], [5.2216, 0.7299, -2.7023], [3.6220, 0.6195, -4.4980], [-6.4943, 0.3206, 2.0066], [-3.1363, 1.5052, -3.0581], [1.0595, -1.4741, 0.6846], [2.2821, 2.6800, 2.3695], [-3.8003, 2.0871, -3.6871], [-0.0007, -0.1596, 4.3310], [-3.4173, -1.0521, 1.6324], [1.3906, -3.5550, 1.1518], [1.6728, 3.4136, -2.0109], [2.0280, 3.6391, 2.7990], [-1.5458, -0.6374, 1.8171], [0.9167, -4.7915, -4.1281], [4.0856, -0.1090, 3.0442], [3.2069, -0.7468, 0.8417], [5.7478, 0.6942, -4.7784]], "forces_ev_per_angstrom": [[0.0, 0.0, 0.0], [0.0, 0.0, 0.0], [0.0, 0.0, 0.0], [0.0, 0.0, 0.0], [0.0, 0.0, 0.0], [0.0, 0.0, 0.0], [0.0, 0.0, -0.1], [0.1, 0.0, 0.0], [0.0, 0.0, 0.0], [0.0, 0.0, 0.0], [0.0, 0.0, 0.0], [0.0, 0.0, 0.0], [0.0, 0.0, 0.0], [0.0, 0.0, 0.0], [0.0, 0.0, 0.0], [0.0, 0.0, 0.0], [0.0, 0.0, 0.0], [0.0, 0.0, 0.0], [-0.1, -0.1, -0.1], [0.0, 0.0, 0.0], [0.0, 0.0, 0.0], [0.0, 0.0, 0.0], [0.0, 0.0, 0.0], [0.0, 0.0, 0.0], [0.0, 0.0, 0.0], [0.0, 0.0, 0.0], [0.0, 0.0, 0.0], [0.0, 0.0, 0.0], [0.0, 0.0, 0.0], [0.0, 0.0, 0.0], [0.0, 0.0, 0.0], [0.0, 0.0, 0.0], [0.0, 0.0, 0.0], [0.0, 0.0, 0.0], [0.0, 0.0, 0.0], [0.0, 0.0, 0.0], [0.0, 0.0, 0.0], [0.0, 0.0, 0.0], [0.0, 0.0, 0.0], [0.0, 0.0, 0.0], [0.0, 0.0, 0.0], [0.0, 0.0, 0.0], [0.0, 0.0, 0.0], [0.0, 0.0, 0.0], [0.0, 0.0, 0.0], [0.0, 0.0, 0.0], [0.0, 0.0, 0.0], [0.0, 0.0, 0.0], [0.0, 0.0, 0.0], [0.0, 0.0, 0.0], [0.0, 0.0, 0.0], [0.0, 0.0, 0.0], [0.0, 0.0, 0.0], [0.0, 0.0, 0.0], [0.0, 0.0, 0.0], [0.0, 0.0, 0.0], [0.0, 0.0, 0.0], [0.1, -0.1, 0.1], [0.0, 0.0, 0.0], [0.0, 0.0, 0.0], [0.0, 0.0, 0.0], [0.0, 0.0, 0.0], [0.0, 0.0, 0.0], [0.0, 0.0, 0.0], [0.0, 0.0, 0.0], [0.0, 0.0, 0.0], [0.0, 0.0, 0.0], [0.0, 0.0, 0.0], [0.0, 0.0, 0.0], [0.0, 0.0, 0.0], [0.0, 0.0, 0.0], [0.0, 0.0, 0.0], [0.0, 0.0, 0.0], [0.0, 0.0, 0.0], [0.0, 0.0, 0.0], [0.0, 0.0, 0.0], [0.0, 0.0, 0.0], [0.0, 0.0, 0.0], [0.0, 0.0, 0.0], [0.0, 0.0, 0.0], [0.0, 0.0, 0.0], [0.0, 0.0, 0.0]], "mulliken_charge": [-0.89, -0.33, -0.69, 0.54, 0.45, 4.03, 0.65, 1.64, 0.41, -0.69, -1.34, 0.58, 0.47, -0.75, 0.61, 0.47, 0.39, 0.02, -0.87, -0.82, -0.55, -0.08, 0.45, -0.19, 0.43, 0.30, -0.41, -0.99, -0.37, -0.69, -0.89, 0.52, -0.49, 0.47, 0.48, 0.48, 0.48, -0.85, -0.96, 0.48, -0.47, 0.80, -0.07, -0.82, -0.74, 0.59, -0.11, 0.32, -0.57, -0.69, 0.44, -0.57, -0.66, 0.49, 0.35, 0.42, -0.71, -0.59, -1.08, 0.45, 0.52, -1.28, 0.49, -0.36, 2.19, -0.76, -0.83, 0.46, -0.51, -1.48, -0.71, 0.51, 0.44, 0.18, -0.59, 0.60, 0.50, 2.96, -0.14, 0.50, 0.61, 0.45], "charge": 2, "homo_lumo_gap_ev": 6.945, "homo_energy_ev": -14.11, "lumo_ev": -7.17, "total_energy_ev": -129733.2873}